[1]
{"formula": "C7H10O2S", "method": "ωB97M-V/def2-TZVPD", "symbols": ["C", "C", "C", "C", "C", "C", "C", "O", "O", "S", "H", "H", "H", "H", "H", "H", "H", "H", "H", "H"], "coordinates": [[-1.8063, -2.1336, -0.0316], [-0.7385, -1.5704, -0.2320], [1.6464, -1.5209, 0.4409], [0.4680, -0.9081, -0.5987], [0.5115, 0.6304, -0.1048], [-0.4874, 0.9194, 1.0539], [0.1223, 1.5259, -1.2651], [3.5609, -0.4532, -0.9683], [1.8421, 0.8800, 0.4925], [2.9985, -0.2686, 0.3902], [-2.8107, -2.3900, 0.1279], [1.2117, -1.5281, 1.4166], [1.9275, -2.6151, 0.0734], [0.7665, -1.0482, -1.5686], [-0.0500, 1.8656, 1.5731], [-0.6281, 0.4011, 1.9313], [-1.4669, 1.1970, 0.6824], [0.2368, 2.5695, -1.0207], [-0.8274, 1.2776, -1.5713], [0.7323, 1.4743, -2.1960]], "mulliken_charge": [-0.042, -0.931, -0.897, -0.144, 1.573, -1.720, -1.936, -0.566, -0.392, 0.471, 0.489, 0.457, 0.402, 0.734, 0.394, 0.428, 0.367, 0.439, 0.490, 0.385], "homo_ha": -0.347, "lumo_energy_ev": 0.79, "total_charge": 0}

[2]
{"formula": "C7H10O3", "method": "ωB97M-V/def2-TZVPD", "symbols": ["O", "C", "H", "O", "C", "C", "C", "C", "C", "C", "H", "H", "H", "H", "H", "H", "H", "H", "O", "H"], "coordinates": [[2.5697, -2.3904, 1.7290], [3.1234, -1.3116, 1.3127], [4.2294, -1.2502, 1.3274], [2.4607, -0.4949, 0.6453], [-0.0083, -0.1176, 0.4366], [0.1234, 0.8855, -0.7116], [-1.1131, 0.2989, -1.4711], [-1.7675, 1.6839, -1.6030], [-1.1090, 1.7043, -0.2131], [-1.4615, 0.2068, 0.0516], [0.2717, 0.2591, 1.4335], [1.0055, 1.3308, -1.1897], [-1.1020, -0.5318, -2.1867], [-1.3440, 2.3622, -2.3585], [-2.8669, 1.7078, -1.6314], [-1.0833, 2.4947, 0.5475], [-2.4143, -0.1551, 0.4588], [1.3683, -2.4786, 1.4313], [-0.1026, -1.8385, 0.7824], [-0.7798, -2.3653, 1.2092]], "mulliken_charge": [-0.568, 0.207, 0.341, -0.582, 0.215, -0.381, -0.359, -0.591, -0.337, -0.608, 0.297, 0.416, 0.435, 0.292, 0.292, 0.424, 0.429, 0.524, -0.718, 0.270], "homo_ha": -0.359, "lumo_energy_ev": 0.56, "total_charge": 0}

[3]
{"formula": "C7H10O5S", "method": "ωB97M-V/def2-TZVPD", "symbols": ["C", "C", "C", "O", "S", "O", "O", "C", "C", "C", "C", "O", "O", "H", "H", "H", "H", "H", "H", "H", "H", "H", "H"], "coordinates": [[2.3515, -3.1598, -0.2339], [1.7677, -1.9677, -0.2726], [1.2111, -0.4304, -0.2989], [0.6755, -0.1891, -1.6329], [0.7214, 1.4703, -2.0426], [2.1903, 1.9191, -1.9500], [-0.1743, 2.3948, -0.9388], [0.3379, 2.2846, 0.4248], [-0.4774, 1.0997, 1.1586], [-0.0292, -0.3957, 0.7355], [-1.3184, -1.2640, 0.2079], [-2.1546, -0.5295, -0.7260], [-3.4636, -0.5844, -0.3389], [3.2072, -3.9436, -0.2069], [2.1100, 0.2223, -0.0085], [0.0311, 3.2727, 0.9672], [1.4817, 2.2200, 0.5124], [-1.6085, 1.3207, 0.9696], [-0.3298, 1.2372, 2.3041], [0.3295, -0.9659, 1.6906], [-0.9577, -2.2234, -0.3481], [-1.9434, -1.6240, 1.1265], [-3.9580, -0.1639, -1.0991]], "mulliken_charge": [-0.596, -0.610, 0.377, -0.303, 0.598, -0.527, -0.307, -0.446, -0.615, 0.200, -0.736, -0.068, -0.460, 0.353, 0.420, 0.338, 0.308, 0.252, 0.302, 0.532, 0.306, 0.360, 0.322], "homo_ha": -0.343, "lumo_energy_ev": 0.69, "total_charge": 0}

[4]
{"formula": "C7H10OS", "method": "ωB97M-V/def2-TZVPD", "symbols": ["C", "C", "C", "C", "C", "C", "C", "O", "S", "H", "H", "H", "H", "H", "H", "H", "H", "H", "H"], "coordinates": [[-1.6094, -1.4499, -0.2963], [-0.4476, -2.0964, 0.3158], [-1.6903, -0.2675, -0.8473], [0.8222, -1.6408, 0.0588], [0.6548, 0.7011, -0.6848], [1.0736, 1.5927, -1.8449], [-0.0045, 0.9354, 2.2191], [1.2137, -0.5031, -0.6746], [0.3938, 1.8156, 0.7152], [-2.4411, -2.0013, -0.1368], [-0.5883, -2.8660, 1.0555], [-2.4023, 0.3535, -1.3761], [1.6279, -2.3170, -0.0179], [1.4373, 2.5757, -1.4587], [0.2155, 1.7005, -2.3993], [1.9195, 0.9693, -2.3110], [0.4144, 1.5918, 3.1201], [0.4814, 0.0357, 2.1543], [-1.0706, 0.8705, 2.4090]], "mulliken_charge": [-0.212, -0.186, -0.657, -0.439, 0.628, -1.231, -0.724, -0.287, -0.097, 0.404, 0.375, 0.334, 0.401, 0.357, 0.266, 0.262, 0.287, 0.253, 0.267], "homo_ha": [-0.271, -0.250], "lumo_energy_ev": [0.61, 0.66], "total_charge": 0}

[5]
{"formula": "C7H11AuO5", "method": "ωB97M-V/def2-TZVPD", "symbols": ["O", "C", "C", "O", "C", "C", "O", "C", "H", "H", "H", "H", "H", "H", "H", "H", "O", "C", "C", "O", "Au", "H", "H", "H"], "coordinates": [[-0.1373, -2.0715, -1.4921], [-1.3165, -1.9348, -1.2191], [-1.9421, -0.5472, -1.3784], [-1.2033, 0.1896, -2.2533], [0.1186, 0.1401, 1.5895], [1.5397, -0.2390, 1.2212], [1.9347, 0.5049, 0.0590], [3.3468, 0.5146, -0.1503], [-1.8734, -2.7138, -0.6641], [-0.3359, -0.6266, 2.2307], [0.0734, 1.1396, 2.0367], [2.2113, 0.0005, 2.0559], [1.6199, -1.3105, 0.9900], [3.6247, 1.5116, -0.5052], [3.8703, 0.3244, 0.7949], [3.6227, -0.2542, -0.8855], [-0.5671, 0.1996, 0.3601], [-1.9315, 0.1353, 0.0458], [-2.4120, 1.5589, -0.1324], [-1.6482, 2.4335, -0.4796], [0.4436, 0.4226, -1.2940], [-2.5286, -0.4110, 0.7920], [-3.5061, 1.7166, -0.0553], [-3.0036, -0.6832, -1.6663]], "mulliken_charge": [-0.293, 0.121, -0.035, -0.439, -0.236, -0.653, -0.400, -0.699, 0.423, 0.370, 0.317, 0.581, 0.311, 0.323, 0.334, 0.328, 0.014, -0.286, -0.093, -0.314, 0.739, 0.602, 0.421, 0.562], "homo_ha": [-0.683, -0.676], "lumo_energy_ev": [-8.38, -12.60], "s2": 2.01, "spin_multiplicity": 3, "total_charge": 2}

[6]
{"formula": "C7H11B", "method": "ωB97M-V/def2-TZVPD", "symbols": ["C", "B", "C", "C", "C", "C", "C", "C", "H", "H", "H", "H", "H", "H", "H", "H", "H", "H", "H"], "coordinates": [[3.1706, 0.1925, -0.1533], [1.6514, 0.1639, -0.0007], [0.5764, 1.3439, 0.0831], [-0.6587, 0.9039, -0.1843], [-1.7839, 0.2460, 0.4808], [-3.1376, 0.1094, -0.1650], [-0.7906, -0.5313, -0.3414], [0.6871, -1.1542, 0.1398], [3.7170, 0.7939, 0.5859], [3.5620, 0.6535, -1.1754], [3.8098, -0.8081, -0.1039], [0.7334, 2.3835, 0.5976], [-1.7832, 0.2383, 1.6301], [-3.1109, 0.5997, -1.2144], [-4.0039, 0.6539, 0.2468], [-3.2618, -1.0874, -0.2880], [-1.1567, -1.2134, -1.0717], [1.0709, -2.1488, -0.2747], [0.7089, -1.3391, 1.2086]], "mulliken_charge": [-0.832, 0.168, -0.662, 0.230, 0.322, -1.172, -0.476, -0.917, 0.321, 0.278, 0.236, 0.221, 0.326, 0.254, 0.372, 0.240, 0.500, 0.309, 0.280], "homo_ha": -0.319, "lumo_energy_ev": 0.32, "total_charge": 0}